Entry 1
Density functional theory data (wB97M-V/def2-TZVPD) for a gas-phase ion, C3H11N2 (charge +1).

Output
Net charge: +1
Gap between HOMO and LUMO, Ha: 0.43294
Highest occupied orbital energy, eV: -14.7

Structure (XYZ):
```
16
C3H11N2 (wB97M-V/def2-TZVPD)
C 0.98 -0.71 1.01
N 0.27 -0.20 -0.21
C 0.01 -1.27 -1.22
C -1.12 0.85 0.12
N -0.55 2.07 0.33
H 1.07 -1.80 0.94
H 1.96 -0.28 1.16
H 0.29 -0.61 1.84
H 0.93 0.45 -0.62
H -0.52 -2.07 -0.73
H 0.96 -1.71 -1.54
H -0.36 -0.80 -2.13
H -1.51 0.69 -0.87
H -1.47 0.24 0.94
H -0.09 2.30 1.20
H -0.84 2.85 -0.23
```



Entry 2
Density functional theory data (wB97M-V/def2-TZVPD) for a molecular structure, C3H11N2.

Output
Net charge: +1
Gap between HOMO and LUMO, Ha: 0.38540
Highest occupied orbital energy, eV: -13.7

Structure (XYZ):
```
16
C3H11N2 (wB97M-V/def2-TZVPD)
N 0.23 1.50 -1.64
H 0.17 0.36 -0.94
H 1.10 2.10 -1.57
H 0.13 1.26 -2.62
H -0.50 2.08 -1.32
C 1.18 0.07 1.89
C 0.02 -0.08 1.16
N 0.00 -0.56 -0.14
C -1.31 -1.21 -0.51
H 2.12 -0.40 1.53
H 1.16 0.47 2.90
H -0.98 0.13 1.53
H 0.77 -1.18 -0.38
H -1.49 -2.14 0.12
H -2.14 -0.47 -0.44
H -1.19 -1.49 -1.60
```



Most stable: entry 2 (next structure +5.5 kJ/mol)



Entry 1
Density functional theory data (wB97M-V/def2-TZVPD) for a gas-phase ion, C3H11N2 (charge +1).

Output
Net charge: +1
Gap between HOMO and LUMO, Ha: 0.43182
Highest occupied orbital energy, eV: -14.7

Structure (XYZ):
```
16
C3H11N2 (wB97M-V/def2-TZVPD)
C -1.39 1.39 -0.80
N 0.07 1.07 -0.25
C 0.73 -0.25 -0.78
C 0.39 -1.42 0.24
N 0.31 -0.81 1.54
H -2.12 0.58 -0.47
H -1.82 2.37 -0.37
H -1.53 1.18 -1.87
H 0.56 1.93 -0.48
H 0.20 0.71 0.75
H 1.84 -0.24 -1.08
H 0.29 -0.49 -1.80
H 1.01 -2.35 0.20
H -0.54 -1.88 -0.11
H 1.22 -0.63 1.95
H -0.16 -1.32 2.25
```



Entry 2
Density functional theory data (wB97M-V/def2-TZVPD) for a molecular structure, C3H11N2.

Output
Net charge: +1
Gap between HOMO and LUMO, Ha: 0.43309
Highest occupied orbital energy, eV: -15.0

Structure (XYZ):
```
16
C3H11N2 (wB97M-V/def2-TZVPD)
C -0.75 0.55 1.02
C -0.54 -0.98 0.53
C -0.17 -1.17 -0.96
N 0.92 -0.24 -1.28
N 0.37 1.62 0.66
H -0.73 0.45 2.16
H -1.58 1.27 0.79
H -1.70 -1.29 0.80
H 0.08 -1.64 1.06
H 0.23 -2.16 -1.17
H -1.12 -0.95 -1.55
H 0.99 0.08 -2.26
H 1.79 -0.56 -0.82
H -0.02 2.57 1.03
H 0.90 1.28 1.41
H 0.86 0.90 -0.68
```



Entry 3
Density functional theory data (wB97M-V/def2-TZVPD) for a gas-phase ion, C3H11N2 (charge +1).

Output
Net charge: +1
Gap between HOMO and LUMO, Ha: 0.35172
Highest occupied orbital energy, eV: -13.4

Structure (XYZ):
```
16
C3H11N2 (wB97M-V/def2-TZVPD)
N 1.29 -0.21 1.51
C 0.48 0.86 0.92
C -0.90 0.34 0.53
C -0.92 -0.71 -0.57
N -0.06 -0.33 -1.77
H 1.97 0.14 2.16
H 1.75 -0.76 0.79
H 0.96 1.41 0.10
H 0.31 1.62 1.70
H -1.26 -0.19 1.41
H -1.61 1.15 0.37
H -1.92 -0.98 -0.86
H -0.49 -1.63 -0.16
H 0.30 0.61 -1.61
H 0.69 -1.00 -1.89
H -0.60 -0.32 -2.63
```



Most stable: entry 3 (next structure +85.2 kJ/mol)



Entry 1
Density functional theory data (wB97M-V/def2-TZVPD) for a gas-phase ion, C3H11N2 (charge +1).

Output
Net charge: +1
Gap between HOMO and LUMO, Ha: 0.43281
Highest occupied orbital energy, eV: -14.8

Structure (XYZ):
```
16
C3H11N2 (wB97M-V/def2-TZVPD)
C -0.76 1.25 -0.66
N 0.30 0.21 -0.60
C 1.32 0.66 0.34
C -0.80 -1.14 -0.07
N -0.22 -1.88 0.90
H -1.39 1.10 -1.52
H -1.21 1.40 0.32
H -0.37 2.28 -0.75
H 0.68 0.15 -1.54
H 1.00 0.73 1.38
H 1.60 1.67 0.08
H 2.19 0.00 0.31
H -1.69 -0.71 0.31
H -0.89 -1.60 -1.04
H 0.53 -2.51 0.67
H -0.27 -1.62 1.87
```



Entry 2
Density functional theory data (wB97M-V/def2-TZVPD) for 2 unconnected molecules or ions with the total composition C3H11N2.

Output
Net charge: +1
Gap between HOMO and LUMO, Ha: 0.19581
Highest occupied orbital energy, eV: -14.2

Structure (XYZ):
```
16
C3H11N2 (wB97M-V/def2-TZVPD)
C -1.37 1.00 1.99
C 1.00 -1.64 -0.64
C 0.86 -0.47 -1.64
N -0.29 0.33 -1.31
N -0.24 1.01 1.14
H -1.61 1.95 2.46
H -2.24 0.59 1.46
H 1.90 -2.21 -0.80
H 0.98 -1.22 0.36
H 1.79 0.12 -1.64
H 0.75 -0.88 -2.65
H -0.30 0.67 -0.26
H -0.53 1.00 -2.03
H 0.12 -2.29 -0.69
H 0.37 1.79 1.42
H -1.19 0.28 2.82
```



Entry 3
Density functional theory data (wB97M-V/def2-TZVPD) for 2 unconnected molecules or ions with the total composition C3H11N2.

Output
Net charge: +1
Gap between HOMO and LUMO, Ha: 0.41725
Highest occupied orbital energy, eV: -14.5

Structure (XYZ):
```
16
C3H11N2 (wB97M-V/def2-TZVPD)
C -1.25 1.09 1.22
N -0.86 0.17 0.12
C -0.74 0.80 -1.22
H -2.18 1.59 0.96
H -1.52 0.52 2.11
H -0.40 1.73 1.42
H -1.52 -0.62 0.08
H -1.70 1.26 -1.46
H -0.51 0.01 -1.93
H 0.04 1.55 -1.18
C 2.30 -1.45 -0.45
N 1.67 -1.16 0.62
H 2.36 -2.48 -0.82
H 2.72 -0.66 -1.07
H -0.01 -0.37 0.37
H 1.62 -1.97 1.23
```



Entry 4
Density functional theory data (wB97M-V/def2-TZVPD) for 2 unconnected molecules or ions with the total composition C3H11N2.

Output
Net charge: +1
Gap between HOMO and LUMO, Ha: 0.36537
Highest occupied orbital energy, eV: -14.7

Structure (XYZ):
```
16
C3H11N2 (wB97M-V/def2-TZVPD)
C 2.19 0.16 0.74
N 1.23 -0.98 0.54
H 1.71 1.08 0.44
H 2.47 0.11 1.79
H 3.04 0.00 0.08
H 1.37 -1.59 -0.24
H -0.06 -0.30 0.15
H 1.14 -1.55 1.38
C -1.80 -0.50 -1.16
C -1.39 1.41 0.20
N -1.06 0.22 -0.12
H -1.24 -1.35 -1.55
H -1.84 0.13 -2.05
H -2.80 -0.78 -0.86
H -1.11 1.82 1.16
H -1.84 2.12 -0.50
```



Most stable: entry 3 (next structure +6.0 kJ/mol)